[1]
25
Properties=species:S:1:pos:R:3 method="wB97M-V/def2-TZVPD" energy_ha=-1504.8206 homo_energy_ev=-8.6996 spin_multiplicity=1 orbital_gap_ev=9.475 lumo_ev=0.78 de_lowest_ev=0.000
C 2.507 -1.421 -0.414
H 3.467 -1.926 -0.351
C 2.296 -0.854 -1.811
C 0.952 -0.160 -1.964
H 0.878 0.336 -2.931
H 0.780 0.563 -1.169
S -0.446 -1.358 -1.920
P -1.481 -0.723 -0.237
S -3.099 -1.676 0.295
O -0.331 -0.711 0.897
C -0.677 -0.006 2.084
C -0.884 1.472 1.781
C -2.013 1.649 0.768
N -1.652 0.960 -0.472
H -2.321 1.152 -1.209
H -2.150 2.709 0.538
H -2.949 1.256 1.191
H -1.127 2.002 2.701
H 0.038 1.883 1.364
H 0.154 -0.164 2.776
H -1.591 -0.440 2.508
H 3.077 -0.122 -2.033
H 2.366 -1.656 -2.548
H 1.725 -2.138 -0.173
H 2.483 -0.627 0.329

***

[2]
22
Properties=species:S:1:pos:R:3 method="wB97M-V/def2-TZVPD" energy_ha=-689.9519 charge=-1 homo_energy_ev=-2.2896 spin_multiplicity=1 orbital_gap_ev=5.812 lumo_ev=3.52 de_lowest_ev=0.637
C -0.334 -0.194 -1.877
N -0.678 -0.135 -0.447
C 0.310 0.333 0.527
C -0.404 0.303 1.905
S -1.350 -1.210 2.301
C 1.624 -0.455 0.600
C 0.082 1.127 -2.500
C 1.571 1.417 -2.598
H -1.294 -0.493 -2.337
H 0.297 -1.066 -2.131
H -0.966 -1.048 -0.091
H 0.490 1.384 0.252
H -1.074 1.164 1.945
H 0.376 0.278 2.671
H 1.210 -1.492 0.657
H 2.119 -0.564 -0.359
H 2.198 -0.465 1.518
H -0.306 1.190 -3.522
H -0.471 1.870 -1.916
H 2.127 0.713 -3.208
H 2.000 1.396 -1.601
H 1.669 2.440 -2.979

***

[3]
22
Properties=species:S:1:pos:R:3 method="wB97M-V/def2-TZVPD" energy_ha=-689.9332 charge=-1 homo_energy_ev=-2.3486 spin_multiplicity=1 orbital_gap_ev=5.921 lumo_ev=3.57 de_lowest_ev=1.147
C -1.456 2.029 0.631
C -1.774 0.575 0.231
C -2.823 -0.858 1.750
N -1.692 -0.419 1.354
H -1.347 2.669 -0.298
H -2.212 2.556 1.328
H -0.498 1.952 1.045
H -1.012 0.308 -0.550
H -2.802 0.499 -0.197
H -3.795 -0.621 1.297
H -2.891 -1.585 2.552
C 3.047 -0.773 -0.075
C 1.634 -1.092 -0.508
C 1.329 -0.379 -1.824
S 1.048 1.396 -1.594
H 3.827 -1.119 -0.749
H 3.295 -1.181 0.887
H 3.061 0.336 -0.063
H 1.510 -2.206 -0.692
H 0.898 -0.807 0.271
H 0.438 -0.798 -2.302
H 2.212 -0.482 -2.492